98
Properties=species:S:1:pos:R:3:forces:R:3:mulliken_charge:R:1 method="wB97M-V/def2-TZVPD" e_tot_ev=-64767.859 e_homo_ev=-9.18 homo_lumo_gap_ev=9.26 spin_multiplicity=1
C 4.48307 1.84551 3.83645 0.095 -0.334 -1.422 -0.53
O 5.09218 1.54279 2.56549 -0.536 -1.030 0.412 -0.41
C 4.26713 0.71807 1.70466 -0.201 0.725 0.564 -0.20
C 4.90564 0.68114 0.31570 0.300 0.613 1.071 0.29
C 5.09824 2.09957 -0.21396 1.060 0.003 -0.022 -1.52
N 4.08613 -0.04149 -0.64974 0.033 -0.550 0.038 -0.63
H 4.03971 1.03632 4.41675 0.357 -0.848 -0.305 0.29
H 3.60874 2.43096 3.55204 0.140 0.951 0.642 0.04
H 5.27279 2.27565 4.45241 -0.433 0.555 -0.153 0.33
H 4.09832 -0.25413 2.16774 0.404 -0.367 -0.188 0.56
H 3.26672 1.14335 1.62449 -0.306 0.481 -0.024 -0.19
H 5.86159 0.21844 0.56097 0.208 -0.272 -0.821 0.35
H 5.45667 2.05539 -1.24239 -0.504 -0.122 -0.284 0.43
H 5.92141 2.64299 0.24991 -0.363 0.065 0.634 0.33
H 4.16107 2.65162 -0.14284 0.051 0.168 -0.129 0.33
H 3.82451 0.61603 -1.37038 -0.258 0.157 -0.307 0.06
H 4.66269 -0.69213 -1.16387 0.154 -0.347 0.133 0.28
C -4.06678 -0.87813 -0.81402 0.823 0.933 -0.482 -1.04
O -3.13376 -1.59297 0.02018 -2.128 -2.167 -0.849 -0.21
C -3.69693 -2.86397 0.44676 -1.651 -0.033 0.045 -1.65
C -2.70517 -3.81427 0.98907 3.026 -0.262 1.030 0.85
C -1.67159 -4.12389 -0.12781 -0.238 0.178 0.451 -1.15
N -3.31280 -4.95699 1.66508 -1.495 0.365 0.061 -0.82
H -3.57570 0.08826 -0.92814 -0.449 0.487 0.259 0.22
H -5.07148 -0.75047 -0.41106 0.164 -0.183 0.352 0.36
H -4.12728 -1.19027 -1.85662 0.037 -0.940 0.124 0.25
H -4.43503 -2.59364 1.20190 -0.221 -0.248 0.210 0.54
H -4.22739 -3.47898 -0.28021 -0.225 0.780 -0.929 0.49
H -2.19933 -3.22221 1.75176 0.676 0.116 0.165 0.17
H -1.20212 -5.10484 -0.20154 -0.455 -0.266 0.560 0.40
H -0.84996 -3.43560 0.07044 0.001 0.229 -0.682 0.13
H -2.18020 -3.95246 -1.07651 0.446 0.198 -0.237 0.29
H -3.81771 -4.51894 2.42223 -0.935 0.047 0.064 0.28
H -2.74574 -5.56018 2.24362 1.137 -0.017 -0.785 0.29
N -0.57699 -2.49676 -3.59852 1.558 -5.589 3.468 -0.25
C -1.14202 -2.10093 -4.69244 0.778 -0.574 -0.624 0.48
N -1.09973 -0.81788 -4.56043 -1.611 6.226 -2.508 -0.25
O -1.49212 -2.72414 -5.66483 -0.782 -0.890 -0.834 -0.72
H -0.47381 -3.49723 -3.50624 0.150 0.170 0.323 0.15
H -0.21859 -1.88152 -2.88218 -0.095 -0.195 -0.037 0.35
H -1.42091 -0.32691 -5.38256 0.015 0.520 0.426 0.14
H -0.72842 -0.35675 -3.74215 -0.414 -0.030 -0.328 0.24
N 0.77326 1.22373 4.64523 -0.151 -1.252 4.227 -0.42
C 0.50514 1.17629 3.38402 -0.457 -1.768 -1.876 0.72
N 0.97577 2.25042 2.82034 0.538 2.390 -3.296 -0.42
O -0.02282 0.24157 2.75014 -0.134 0.508 0.607 -0.90
H 0.33042 0.54546 5.24851 0.402 0.281 0.212 0.26
H 1.27906 2.03044 4.98212 -0.415 -0.557 0.560 0.13
H 1.53643 2.92863 3.31612 -0.269 -0.063 -0.579 0.19
H 0.89360 2.24149 1.81372 0.339 0.675 0.084 0.19
N -2.93483 3.89795 3.41652 0.561 0.357 5.570 -0.30
C -3.03640 4.10641 2.14584 -0.668 1.453 -1.363 0.55
N -2.89781 2.95243 1.52608 0.522 -1.873 -2.822 -0.05
O -3.29178 5.19730 1.65137 -0.104 -0.050 -0.419 -0.74
H -2.56469 3.02699 3.76941 -0.485 0.302 0.143 0.13
H -3.24750 4.59712 4.07493 0.324 -0.141 -0.200 0.22
H -2.96890 2.99085 0.51932 0.274 -0.307 -0.242 0.28
H -2.52317 2.12955 1.97621 -0.097 0.296 -0.099 0.00
N -2.45383 4.12183 -2.93799 -0.461 3.284 -2.191 -0.43
C -2.57772 3.09080 -2.15081 0.570 -1.223 3.433 0.54
N -1.69952 2.13862 -2.38020 1.708 -1.555 -1.852 0.03
O -3.23661 3.00644 -1.12160 -1.860 0.527 -0.369 -0.78
H -2.89417 5.00114 -2.70777 -0.096 -0.351 0.140 0.28
H -1.68921 4.19260 -3.59408 -0.285 -0.096 0.183 0.15
H -1.10311 2.31980 -3.17492 0.333 -0.998 0.339 0.15
H -1.64228 1.30506 -1.81276 0.126 0.267 -0.199 -0.14
N 3.01436 1.85846 -5.44253 -0.227 0.327 -0.968 -0.41
C 2.71035 1.32312 -4.24717 -0.319 -0.414 0.440 0.53
N 1.41436 0.90990 -4.16628 -0.313 0.243 0.101 -0.04
O 3.49859 1.18976 -3.33168 0.461 0.131 0.487 -0.65
H 3.87266 2.36841 -5.59546 -0.353 -0.199 0.046 0.28
H 2.20338 1.94965 -6.03759 0.778 0.453 -0.408 0.14
H 0.79485 0.92714 -4.96379 0.231 -0.245 0.302 0.28
H 1.12246 0.46496 -3.30784 -0.014 -0.193 0.017 -0.10
N 1.17347 -0.13382 0.03176 1.946 0.332 0.594 0.48
C 0.10792 -0.31200 -0.71183 0.307 0.943 3.095 0.76
N -0.98410 -0.26038 0.00538 -2.056 0.549 0.435 0.73
O 0.14397 -0.42473 -1.89601 0.021 -0.745 -5.061 -0.75
H 1.00372 0.10423 0.99851 0.662 -0.377 0.109 -0.37
H 2.07959 -0.15725 -0.41377 0.456 0.172 0.452 -0.36
H -1.85162 -0.60857 -0.37706 0.589 0.009 0.509 0.03
H -0.83974 -0.06369 0.98547 -0.749 -0.315 0.239 0.34
N 4.32900 -4.95039 -0.27665 1.603 -7.772 -1.065 -0.35
C 4.30480 -3.71115 -0.12148 -1.255 4.655 2.259 0.56
N 3.13086 -3.17796 -0.37548 -2.361 0.676 -1.210 -0.23
O 5.09529 -3.00887 0.44738 3.487 1.039 0.674 -0.65
H 3.55229 -5.46786 -0.66272 0.461 0.067 0.097 0.14
H 5.15303 -5.45684 0.01418 -0.270 -0.014 -0.119 0.26
H 2.46901 -3.82109 -0.78589 -0.563 1.320 -0.294 0.14
H 3.21021 -2.17111 -0.38311 -1.090 0.149 -0.311 0.11
N -3.46690 -0.68473 2.67749 0.772 -0.741 0.068 -0.02
C -4.38776 0.20079 3.04753 2.005 -0.304 1.409 0.35
N -4.98129 0.74347 2.02269 -2.932 1.210 -2.847 -0.24
O -4.58813 0.56989 4.16851 -0.636 0.034 2.874 -0.71
H -2.96892 -1.17013 3.40995 0.100 -0.093 -0.606 0.15
H -3.58588 -0.92988 1.70494 1.049 -0.734 0.397 0.22
H -5.78209 1.24615 2.37785 0.236 0.754 -0.767 0.25
H -4.39222 1.12345 1.29556 -0.555 0.268 -0.022 0.08

***

82
Properties=species:S:1:pos:R:3:forces:R:3:mulliken_charge:R:1 method="wB97M-V/def2-TZVPD" e_tot_ev=-40921.611 e_homo_ev=-9.55 homo_lumo_gap_ev=9.87 spin_multiplicity=1
C 0.33831 -5.57367 -0.18087 0.385 -0.007 0.287 -0.47
O -0.98821 -5.71745 0.27367 -0.072 -0.071 -0.092 -0.37
C -1.12250 -5.62627 1.67311 -0.533 0.260 0.576 -0.85
C -0.73795 -4.24557 2.22095 -0.047 -0.430 0.390 0.44
C -0.84416 -4.22830 3.73791 0.836 0.219 0.448 -1.61
N -1.58349 -3.18183 1.63014 -0.275 -1.190 -0.465 -0.58
H 0.69141 -4.53716 -0.13556 -0.171 0.079 -0.139 -0.01
H 0.38945 -5.92873 -1.20635 -0.077 -0.004 -0.031 0.30
H 1.04049 -6.14646 0.43773 -0.095 -0.189 -0.064 0.37
H -2.18216 -5.78180 1.91263 -0.029 0.063 -0.316 0.35
H -0.62815 -6.44590 2.21164 0.500 0.133 -0.242 0.44
H 0.30530 -4.06226 1.95688 -0.017 0.265 -0.017 0.15
H -0.68272 -3.22138 4.13156 -0.305 0.079 -0.165 0.37
H -0.01830 -4.78938 4.18821 -0.165 -0.236 -0.172 0.42
H -1.77044 -4.62714 4.15167 -0.170 0.039 -0.244 0.34
H -2.52977 -3.41419 1.95047 0.107 0.524 0.258 0.28
H -1.67777 -3.46053 0.64470 0.274 0.480 0.043 0.27
C 2.83704 4.00940 -3.59778 -0.031 0.531 -0.507 -0.85
O 1.75428 3.96051 -2.69970 0.109 -0.039 -0.166 -0.33
C 0.73370 3.07229 -3.09450 -0.429 -0.154 0.412 -0.43
C -0.51785 3.39083 -2.26619 0.237 -0.185 -0.189 0.69
C -1.43228 2.17309 -2.15484 -0.305 0.628 -0.151 -0.86
N -1.25567 4.56944 -2.78057 0.528 -0.455 -0.178 -0.71
H 3.43977 4.87366 -3.32240 0.078 -0.090 0.069 0.29
H 2.47287 4.17544 -4.62051 0.011 0.005 0.015 0.34
H 3.47835 3.12313 -3.63173 -0.203 -0.176 0.307 0.30
H 0.48547 3.19120 -4.15796 0.160 -0.038 -0.079 0.48
H 1.03873 2.03243 -2.91585 0.127 0.021 -0.082 -0.07
H -0.15420 3.65053 -1.26736 0.004 -0.030 0.000 -0.03
H -0.89936 1.23235 -2.02812 0.145 0.099 0.183 -0.26
H -2.03631 2.07986 -3.06324 -0.014 -0.058 0.016 0.55
H -2.10844 2.34168 -1.31729 -0.111 -0.261 -0.026 0.34
H -0.54514 5.15677 -3.21648 -0.232 0.274 0.232 0.29
H -1.84073 4.26544 -3.55729 -0.028 0.000 0.126 0.31
C 1.49872 -1.15901 -2.91178 -0.665 -0.193 0.711 -0.85
C 1.32923 -2.25698 -1.86914 0.751 -0.341 -0.365 0.22
O 2.52815 -2.30032 -1.07293 -0.133 0.088 -0.114 -0.51
H 0.66009 -1.13964 -3.60987 -0.066 -0.055 0.054 0.39
H 2.40454 -1.37028 -3.47307 0.158 0.356 0.064 0.38
H 1.50540 -0.20940 -2.37423 0.400 0.148 -0.339 -0.34
H 1.24090 -3.20208 -2.41709 -0.311 -0.052 0.269 0.43
H 0.49222 -2.11350 -1.18152 -0.242 0.056 -0.336 -0.04
H 2.73794 -3.21997 -0.89588 0.050 0.010 0.080 0.26
C -3.40278 -0.45748 -0.87282 0.146 0.080 -0.245 0.02
C -4.66838 -0.40693 -1.71206 -0.284 -0.505 0.087 -0.53
O -5.81092 -0.90205 -1.00499 0.061 0.453 0.048 -0.53
H -3.32306 -1.42182 -0.36502 0.049 0.019 0.059 0.14
H -3.36000 0.34488 -0.13622 -0.192 -0.129 0.167 0.16
H -2.51943 -0.34046 -1.50471 -0.045 -0.093 -0.073 -0.13
H -4.59283 -1.00841 -2.62579 0.377 0.148 -0.044 0.30
H -4.88565 0.61895 -2.00561 -0.154 -0.013 0.039 0.28
H -5.57396 -1.75242 -0.62536 0.004 -0.017 0.013 0.30
C 0.35821 1.43402 1.14670 -0.442 0.141 -0.271 -0.62
C -0.09588 0.01069 0.90889 0.218 -0.512 -0.022 0.71
O -0.86214 -0.45113 2.01547 0.196 0.094 0.260 -0.20
H 1.09309 1.48577 1.94793 0.076 0.045 -0.033 0.44
H -0.49165 2.06913 1.40876 -0.063 -0.129 0.134 0.20
H 0.74841 1.85358 0.21581 0.290 -0.093 0.110 -0.32
H 0.77315 -0.65143 0.79833 0.067 0.138 -0.125 0.14
H -0.68353 -0.07848 -0.01295 -0.042 0.158 0.044 -0.37
H -0.96907 -1.42471 1.97372 -0.293 0.034 -0.285 0.28
C 3.69854 1.81559 -0.78006 -0.616 -0.337 0.437 0.17
C 4.69532 0.91377 -0.07003 0.216 -0.262 -0.960 -0.55
O 5.84417 1.60758 0.39544 0.028 0.077 0.169 -0.56
H 4.09606 2.33277 -1.64814 0.378 0.233 0.266 0.20
H 3.25175 2.49996 -0.05474 0.078 0.288 -0.270 0.19
H 2.87346 1.21551 -1.17887 0.025 -0.131 0.173 -0.33
H 5.07047 0.19763 -0.80852 0.019 -0.056 0.175 0.26
H 4.22096 0.32561 0.71792 -0.065 0.127 0.097 0.33
H 5.69453 1.91696 1.29269 -0.070 0.026 -0.033 0.31
O -1.23996 2.87415 4.38271 0.037 0.211 -0.102 -0.63
H -1.60621 3.37970 5.11594 -0.002 -0.094 -0.015 0.28
H -0.76119 3.52410 3.83849 0.188 -0.169 0.159 0.35
O -3.02374 1.25035 2.75969 0.052 0.067 -0.139 -0.71
H -2.40195 0.55337 2.49204 -0.030 0.153 0.103 0.28
H -2.47518 1.88447 3.24934 -0.124 -0.209 0.024 0.39
O 0.41831 0.21157 4.54868 0.107 -0.051 -0.149 -0.72
H 0.18202 -0.15596 3.67963 -0.189 0.226 0.255 0.33
H -0.11413 1.01653 4.62093 -0.005 -0.063 -0.054 0.35
O 0.52633 4.66804 2.94280 -0.166 0.149 -0.160 -0.68
H 0.05318 5.15538 2.25757 0.071 -0.013 0.032 0.32
H 1.41693 4.55234 2.59525 -0.037 -0.095 0.068 0.29